[1]
Molecular formula: C21H33N4OP
Method: DFT, ωB97M-V with the def2-TZVPD basis set

Positions of all 60 atoms, in Å:
C  -0.7537  1.1312  0.1505
C  0.2879  0.9470  -0.4222
C  1.5267  0.4345  -1.1283
N  2.3608  1.6006  -1.4895
C  1.2391  -0.5317  -2.3207
C  -0.1583  -0.3660  -2.9907
C  -1.3046  -1.1312  -2.2743
C  -1.1372  -2.4226  -1.7366
C  -2.2408  -3.0157  -1.0659
C  -3.4441  -2.3124  -0.9517
C  -3.6335  -1.0179  -1.4991
C  -2.5400  -0.4305  -2.1642
C  2.3673  -0.4236  -0.0324
O  1.8860  -0.1269  1.2792
C  2.7375  0.7437  2.0207
P  1.7655  2.2522  2.5768
N  1.7078  3.3340  1.4190
H  -1.6490  1.1404  0.7600
H  3.0096  1.7846  -0.7322
H  2.8640  1.4538  -2.3581
H  1.9900  -0.2852  -3.1078
H  1.3848  -1.5995  -2.0902
H  -0.0870  -0.8331  -4.0027
H  -0.4665  0.6801  -3.1586
H  -0.1656  -2.9260  -1.8346
H  -2.0927  -4.0116  -0.6293
H  -4.2864  -2.7782  -0.4222
H  -4.5655  -0.4483  -1.4097
H  -2.6258  0.5755  -2.5972
H  3.4594  -0.2730  -0.1393
H  2.1840  -1.5113  -0.1781
H  3.6192  1.1155  1.4658
H  3.0174  0.1919  2.9517
H  2.3854  2.8421  3.7256
H  0.4208  1.8644  2.8420
H  0.7351  3.4811  1.1561
C  -2.6704  -3.9667  -5.1225
C  -1.8670  -5.1727  -5.6010
C  -2.3225  -6.4864  -4.9567
C  -2.1597  -6.4163  -3.4909
N  -2.0318  -6.3616  -2.3494
H  -2.5511  -3.8031  -4.0494
H  -2.3325  -3.0606  -5.6274
H  -3.7346  -4.0961  -5.3340
H  -0.8092  -5.0037  -5.3849
H  -1.9632  -5.2583  -6.6859
H  -1.7301  -7.3193  -5.3379
H  -3.3708  -6.6833  -5.1881
C  2.7109  5.9935  6.8710
C  1.2655  5.7672  7.3008
C  0.6231  4.5575  6.6154
C  0.6091  4.7485  5.1497
N  0.5984  4.9028  4.0088
H  2.7829  6.2098  5.8036
H  3.1367  6.8447  7.4039
H  3.3259  5.1164  7.0863
H  0.6844  6.6660  7.0822
H  1.2338  5.6199  8.3827
H  -0.4026  4.4278  6.9633
H  1.1773  3.6462  6.8489

Summary:
SMILES	C#C[C@](N)(CCc1ccccc1)COC[PH2]=N.CCCC#N.CCCC#N
HOMO	-0.27731	Eh
relative energy (zero: lowest compared OMol25 entry of this formula, charge and spin)	123.9	kJ/mol

***

[2]
Molecular formula: C21H33NO4
Method: DFT, ωB97M-V with the def2-TZVPD basis set

Positions of all 59 atoms, in Å:
C  -4.8478  -2.2483  -1.0071
C  -4.5371  -1.3622  0.1953
C  -4.0559  0.0226  -0.2346
C  -3.6698  0.8895  0.9617
C  -3.0778  2.2437  0.5661
C  -1.8175  2.1102  -0.2886
C  -1.0212  3.4118  -0.3701
C  0.0905  3.3385  -1.4183
C  1.2581  2.4367  -1.0052
C  2.0183  1.9221  -2.2294
C  3.1633  0.9710  -1.8907
C  2.8212  -0.3769  -1.2845
O  3.7051  -1.0952  -0.8419
N  1.5253  -0.7279  -1.2754
C  0.9703  -1.9404  -0.7151
C  -0.5283  -1.8632  -0.9258
O  -1.0653  -0.9580  -1.5140
O  -1.1916  -2.8903  -0.4135
C  1.3484  -2.1724  0.7918
O  2.5650  -2.8356  0.8940
C  1.2793  -0.8533  1.5377
C  0.0404  -0.3507  1.9170
C  -0.0563  0.8614  2.5761
C  1.0872  1.5903  2.8568
C  2.3248  1.0889  2.4956
C  2.4228  -0.1294  1.8453
H  -4.0016  -2.2848  -1.6928
H  -5.0898  -3.2619  -0.6939
H  -5.6973  -1.8508  -1.5577
H  -3.7683  -1.8335  0.8160
H  -5.4322  -1.2664  0.8141
H  -4.8422  0.5192  -0.8070
H  -3.1912  -0.0950  -0.8877
H  -2.9377  0.3489  1.5662
H  -4.5515  1.0541  1.5868
H  -2.8326  2.7936  1.4786
H  -3.8264  2.8263  0.0243
H  -1.1895  1.3246  0.1325
H  -2.0941  1.8057  -1.2987
H  -1.7010  4.2246  -0.6374
H  -0.5914  3.6439  0.6067
H  0.4672  4.3431  -1.6224
H  -0.3435  2.9607  -2.3475
H  1.9418  2.9917  -0.3597
H  0.8818  1.5997  -0.4184
H  2.4415  2.7790  -2.7600
H  1.3222  1.4389  -2.9206
H  3.7418  0.7581  -2.7946
H  3.8502  1.4515  -1.1894
H  0.8249  -0.1116  -1.6682
H  1.3420  -2.8252  -1.2535
H  -2.1494  -2.7935  -0.5657
H  0.6028  -2.8606  1.2102
H  3.2213  -2.3421  0.3576
H  -0.8528  -0.9220  1.7033
H  -1.0234  1.2387  2.8734
H  1.0118  2.5400  3.3653
H  3.2219  1.6452  2.7242
H  3.3938  -0.5206  1.5846

Summary:
SMILES	CCCCCCCCCCCC(=O)N[C@H](C(=O)O)[C@@H](O)c1ccccc1
HOMO	-0.34222	Eh
relative energy (zero: lowest compared OMol25 entry of this formula, charge and spin)	0.0	kJ/mol

***

[3]
Molecular formula: C21H34N2O6S
Method: DFT, ωB97M-V with the def2-TZVPD basis set

Positions of all 64 atoms, in Å:
C  -2.9219  -0.9979  -2.7099
O  -3.4549  -0.7945  -1.4071
C  -2.8648  0.1336  -0.6535
O  -1.9246  0.7974  -1.0154
C  -3.5274  0.2633  0.7124
N  -2.5450  0.2367  1.7815
C  -2.0510  -1.0885  2.1229
C  -1.3909  -1.8234  0.9794
C  -1.9015  -3.0183  0.4911
C  -1.3080  -3.6356  -0.5962
C  -0.2178  -3.0556  -1.2215
C  0.2995  -1.8567  -0.7505
C  1.4390  -1.1696  -1.4481
N  2.3673  -0.6242  -0.4736
C  3.2571  0.4353  -0.9139
C  4.1282  0.7967  0.2802
O  3.7038  0.9619  1.3985
O  5.3823  1.0188  -0.0819
C  6.3007  1.2760  0.9726
C  2.5119  1.7026  -1.4036
C  3.5152  2.8348  -1.6256
C  1.4159  2.1391  -0.4347
S  3.1406  -1.8344  0.4167
C  2.4596  -1.6780  2.0780
O  2.7679  -3.1178  -0.1028
O  4.5478  -1.5392  0.4725
C  -0.2840  -1.2612  0.3574
C  -4.3054  1.5959  0.7684
C  -5.0179  1.7131  2.1115
C  -5.2999  1.6961  -0.3845
H  -3.6734  -1.5530  -3.2654
H  -1.9945  -1.5701  -2.6449
H  -2.7185  -0.0371  -3.1869
H  -4.2223  -0.5712  0.8451
H  -1.7740  0.8475  1.5249
H  -1.3393  -0.9581  2.9444
H  -2.9003  -1.6685  2.4967
H  -2.7640  -3.4665  0.9632
H  -1.7049  -4.5695  -0.9657
H  0.2377  -3.5362  -2.0740
H  1.9447  -1.8732  -2.1220
H  1.0353  -0.3434  -2.0387
H  3.9274  0.0871  -1.7153
H  6.4590  0.3570  1.5392
H  7.2244  1.6013  0.5010
H  5.9094  2.0483  1.6383
H  2.0591  1.4674  -2.3732
H  4.3681  2.4916  -2.2065
H  3.0362  3.6512  -2.1617
H  3.8779  3.2187  -0.6753
H  0.5488  1.4892  -0.5042
H  1.0946  3.1498  -0.6772
H  1.7904  2.1273  0.5853
H  1.4276  -1.9983  2.0453
H  3.0469  -2.3214  2.7213
H  2.5627  -0.6412  2.3695
H  0.1252  -0.3320  0.7246
H  -3.5731  2.4049  0.6806
H  -5.4724  2.6953  2.2136
H  -5.7991  0.9605  2.1905
H  -4.3081  1.5647  2.9196
H  -4.7874  1.7235  -1.3433
H  -5.8902  2.6045  -0.2893
H  -5.9757  0.8433  -0.3799

Summary:
SMILES	COC(=O)[C@@H](NCc1cccc(CN([C@H](C(=O)OC)C(C)C)S(C)(=O)=O)c1)C(C)C
HOMO	-0.32924	Eh
relative energy (zero: lowest compared OMol25 entry of this formula, charge and spin)	1.5	kJ/mol